{"formula": "C26H30N2O5S", "method": "ωB97M-V/def2-TZVPD", "orbital_gap_ev": 9.2, "homo_energy_ev": -8.6, "e_lumo_ev": 0.586, "spin_multiplicity": 1, "e_above_lowest_kcal_mol": 17.0, "total_energy_ha": -1892.66419, "symbols": ["C", "C", "O", "N", "C", "C", "C", "C", "C", "C", "H", "H", "O", "C", "H", "C", "O", "H", "H", "C", "N", "S", "O", "O", "C", "C", "C", "C", "C", "C", "H", "H", "C", "H", "H", "H", "H", "H", "C", "C", "C", "C", "C", "C", "C", "H", "H", "H", "H", "H", "H", "H", "H", "H", "H", "H", "H", "C", "H", "H", "H", "H", "H", "H"], "positions_angstrom": [[0.30, -0.06, 3.36], [0.14, 1.12, 4.30], [-0.06, 0.98, 5.49], [0.21, 2.35, 3.73], [0.42, 2.56, 2.35], [1.63, 2.22, 1.75], [1.82, 2.39, 0.39], [0.81, 2.93, -0.39], [-0.39, 3.32, 0.21], [-0.58, 3.14, 1.57], [-1.51, 3.42, 2.02], [-1.16, 3.75, -0.40], [0.86, 3.10, -1.75], [1.87, 2.48, -2.51], [2.87, 2.78, -2.16], [1.82, 0.94, -2.54], [2.88, 0.46, -1.73], [2.84, -0.50, -1.70], [1.98, 0.60, -3.57], [0.44, 0.43, -2.08], [0.28, -0.99, -2.30], [-1.35, -1.42, -2.41], [-1.42, -2.83, -2.62], [-1.95, -0.55, -3.38], [-2.00, -1.04, -0.78], [-1.97, -2.01, 0.20], [-2.41, -1.70, 1.47], [-2.88, -0.43, 1.77], [-2.91, 0.54, 0.77], [-2.46, 0.24, -0.51], [-2.50, 0.97, -1.30], [-3.28, 1.53, 0.98], [-3.36, -0.09, 3.15], [-3.61, -0.99, 3.71], [-4.23, 0.56, 3.11], [-2.58, 0.44, 3.70], [-2.39, -2.46, 2.24], [-1.61, -2.99, -0.06], [1.03, -1.90, -1.50], [1.17, -1.73, -0.13], [1.87, -2.66, 0.62], [2.43, -3.76, -0.01], [2.29, -3.92, -1.37], [1.60, -3.00, -2.14], [1.45, -3.19, -3.62], [2.17, -3.90, -4.00], [1.57, -2.24, -4.14], [0.44, -3.55, -3.83], [2.73, -4.78, -1.86], [2.97, -4.49, 0.57], [1.97, -2.52, 1.68], [0.73, -0.87, 0.36], [0.28, 0.70, -1.03], [-0.32, 0.92, -2.69], [1.71, 2.88, -3.51], [2.75, 2.08, -0.05], [2.43, 1.81, 2.35], [0.04, 3.53, 4.55], [0.92, 4.18, 4.46], [-0.85, 4.09, 4.26], [-0.06, 3.20, 5.59], [1.36, -0.22, 3.16], [-0.09, -0.94, 3.85], [-0.22, 0.11, 2.42]]}